Record 1
This record from the OMol25 dataset describes a structure of composition C14H36CaN2O6 at a distorted geometry. The level of theory is wB97M-V/def2-TZVPD.

```
59
Properties=species:S:1:pos:R:3:forces:R:3:nbo_charge:R:1
Ca 0.71425 -0.10525 0.74826 1.3608 -0.0529 0.3448 1.825
C 2.51571 4.43543 -1.86735 -1.0413 -2.0760 0.6413 -0.236
O 1.99856 3.17839 -1.38476 0.7006 0.8441 0.2190 -1.050
H 1.96404 4.68124 -2.77474 0.0551 0.4567 -0.3595 0.121
H 2.43951 5.27682 -1.17863 -0.4575 0.3114 0.4564 0.105
H 3.58199 4.43577 -2.09349 0.4819 -0.3732 -0.3273 0.107
C 0.04428 -4.65755 3.24232 -0.0906 0.0620 -1.5274 -0.226
O 0.28153 -3.64149 2.35725 0.0371 1.5784 -0.7650 -1.007
H 0.96301 -5.23557 3.34206 0.5018 -0.0903 1.3116 0.114
H -0.52145 -4.37259 4.12936 0.4811 0.0421 0.8781 0.108
H -0.58638 -5.43371 2.80880 -0.8049 -0.4540 -0.4343 0.094
C -4.85290 -0.69108 -4.96744 0.5495 -0.0486 0.1243 -0.251
O -3.66689 -1.10273 -4.26095 -1.0152 0.0313 0.8327 -0.550
C -4.03283 -1.64852 -2.97513 0.5001 -0.1688 0.1556 -0.098
C -2.81533 -1.64260 -2.00297 -0.5008 -0.1364 -0.2152 -0.257
N -2.17436 -0.34228 -1.80291 -0.0412 -0.5755 0.0563 -0.651
C -3.17380 0.65690 -1.42928 1.3743 0.7654 1.8635 -0.257
C -3.77761 0.38633 -0.04048 -0.4837 -2.1768 0.2050 -0.066
O -2.84119 -0.01005 0.99983 0.8993 0.9867 -1.0231 -0.587
C -3.46145 -0.30238 2.23419 -0.3928 -0.6063 -0.0644 -0.257
H -5.38223 0.13438 -4.49150 0.1001 0.0937 0.5231 0.164
H -5.55253 -1.52450 -5.03102 0.0009 -0.0880 -0.3384 0.173
H -4.56551 -0.29735 -5.94236 0.1298 -0.4630 -0.0374 0.201
H -4.39504 -2.67545 -3.02324 0.3159 -0.4393 -0.5426 0.182
H -4.93283 -1.16875 -2.59049 0.1725 0.7420 0.2231 0.164
H -2.08287 -2.35823 -2.37642 0.1131 0.1352 -0.1202 0.212
H -3.08859 -2.01359 -1.01515 -0.3908 -0.2119 -0.1085 0.207
H -1.71679 -0.17171 -2.68701 -0.0856 0.8940 -0.0703 0.382
H -3.95298 0.79798 -2.17833 -0.1327 0.1755 0.1934 0.201
H -2.69936 1.59512 -1.14163 0.5285 0.3658 -1.2866 0.209
H -4.39403 -0.50688 -0.14192 -0.7348 0.1222 0.1508 0.162
H -4.37893 1.23741 0.27917 -0.0078 0.0477 0.0171 0.185
H -2.76187 -0.78472 2.91684 0.4129 0.4404 -0.1392 0.209
H -4.21096 -1.08274 2.10241 -0.4247 0.0844 -0.1823 0.177
H -3.92124 0.57920 2.68090 0.0182 0.0784 0.0780 0.170
C 3.01109 -1.07412 -2.09571 -0.1003 1.6029 0.2769 -0.270
O 3.08687 -1.04618 -0.63720 0.5898 -0.3519 -0.5220 -0.625
C 4.49367 -0.86730 -0.18956 -1.7138 -0.7935 -0.3782 -0.067
C 4.53108 -0.69103 1.30774 0.1265 0.7704 -0.1838 -0.255
N 3.69005 0.46975 1.70314 -0.2936 -2.8622 0.1136 -0.690
C 3.68222 0.78635 3.14070 -0.7357 1.8442 -1.9155 -0.239
C 2.78595 2.03061 3.18090 1.3105 -0.6168 0.8673 -0.070
O 1.49069 1.72556 2.68402 -0.8802 -0.2379 0.0157 -0.632
C 0.63906 2.89889 2.63107 0.4400 0.0577 -0.0101 -0.284
H 3.30888 -0.07969 -2.42819 -0.0601 0.2348 -0.1057 0.203
H 1.97191 -1.18164 -2.40662 0.0119 -0.3157 0.2714 0.187
H 3.64319 -1.74470 -2.67781 0.0856 -0.6918 0.8190 0.191
H 4.91208 -0.03091 -0.74946 0.0230 0.1701 0.1150 0.192
H 5.01229 -1.79065 -0.44754 0.1842 0.0614 -0.1239 0.196
H 5.58444 -0.53902 1.54314 0.3573 0.3205 0.1326 0.183
H 4.31162 -1.61828 1.83704 -0.7494 0.1390 -0.0292 0.223
H 3.97965 1.25837 1.14252 -0.0593 0.4050 0.1008 0.387
H 4.67981 1.12110 3.42505 0.0932 -0.2536 0.6257 0.188
H 3.23160 0.07741 3.83528 0.3706 -0.6331 -0.5490 0.220
H 3.28962 2.84156 2.65480 -0.4091 0.1408 -0.4538 0.189
H 2.86280 2.27066 4.24136 -1.1332 0.5723 0.2533 0.182
H -0.43197 2.69650 2.63735 0.0619 -0.8535 0.0641 0.189
H 0.84577 3.39332 1.68191 0.2537 0.5681 0.2106 0.228
H 0.82469 3.46818 3.54188 0.0974 0.4263 -0.3273 0.193
```
Positions in Å, forces in eV/Å.

- Kohn-Sham gap (eV) = 4.54
- HOMO level (hartree) = -0.207
- total energy (hartree) = -1793.2377
- F_max (Eh/bohr) = 0.056
- ΔE to the lowest compared entry with this formula, charge and spin (kJ/mol) = 900.9


Record 2
This record from the OMol25 dataset describes a structure of composition C41H33BF2FeN4P2Te at a distorted geometry. The level of theory is wB97M-V/def2-TZVPD.

```
85
Properties=species:S:1:pos:R:3:forces:R:3:mulliken_charge:R:1
Fe 0.59469 -1.20409 -0.71996 0.4185 -0.4659 0.8271 -1.295
Te -2.11704 2.07654 -2.47369 -0.0509 0.2710 0.1485 0.192
C -2.60839 3.86681 -1.42882 -0.0333 0.0465 0.0236 0.023
C -3.66293 3.90930 -0.52388 0.0049 -0.0350 0.0141 -0.103
C -3.89249 5.07356 0.19576 -0.0104 -0.0421 0.0018 -0.442
N -3.15815 6.17599 0.07101 -0.0078 0.0509 0.0298 -0.642
C -2.15936 6.13661 -0.80612 0.0304 -0.0035 -0.0181 -0.426
C -1.84798 5.02088 -1.57187 0.0160 -0.0128 -0.0223 -0.133
C -0.98233 1.23916 -0.96624 0.1047 -0.2675 -0.3791 -1.291
P -1.37117 -0.33839 -0.27459 0.0472 0.4004 -0.1165 1.798
C -1.68746 -0.14143 1.51819 -0.2404 0.0305 -0.0068 -0.088
C -1.66171 -1.25696 2.35239 -0.0117 -0.0291 -0.0093 -0.548
C -1.84786 -1.12177 3.71832 0.0105 -0.0094 0.0213 -0.676
C -2.05381 0.13815 4.26804 0.0011 0.0010 0.0128 -0.693
C -2.08838 1.25457 3.44501 -0.0100 0.0110 0.0123 -0.723
C -1.91315 1.11414 2.07404 0.0942 -0.0402 -0.0241 0.334
C -2.98050 -0.90851 -0.88859 0.0122 -0.2387 0.1149 0.194
C -4.16229 -0.36321 -0.38670 0.0682 -0.0139 -0.0082 -0.230
C -5.38395 -0.74549 -0.91284 -0.0362 -0.0095 -0.0008 -0.731
C -5.43741 -1.68188 -1.93742 -0.0200 -0.0132 -0.0039 -0.484
C -4.26783 -2.23645 -2.43242 0.0317 0.0090 -0.0076 -0.798
C -3.04033 -1.85329 -1.90703 -0.0563 0.0716 -0.0426 -0.262
P 0.76047 0.99515 -1.14286 -0.3546 -0.2922 -0.0630 1.735
C 1.62065 1.95668 0.15517 -0.0009 0.1500 -0.0926 0.028
C 0.95992 2.97457 0.83777 -0.0057 -0.0883 -0.0061 0.223
C 1.61060 3.68885 1.83551 0.0026 0.0044 0.0124 -0.786
C 2.92937 3.39533 2.15199 -0.0026 0.0012 0.0101 -0.640
C 3.59947 2.39004 1.46533 0.0233 -0.0016 0.0241 -0.727
C 2.94636 1.67429 0.47516 0.0419 -0.0216 -0.0351 -0.487
C 1.38438 1.76901 -2.66213 0.1436 -0.0748 0.0049 0.290
C 1.56662 0.99325 -3.80192 -0.0616 0.0281 -0.0135 -0.187
C 1.97198 1.57810 -4.99304 -0.0051 -0.0038 -0.0050 -0.754
C 2.20293 2.94420 -5.04988 0.0089 -0.0020 0.0014 -0.510
C 2.03452 3.72371 -3.91306 0.0123 0.0064 -0.0257 -0.714
C 1.63192 3.13932 -2.72342 -0.0319 -0.0121 0.0109 -0.403
H -4.29975 3.04594 -0.37441 -0.0007 -0.0047 -0.0036 0.403
H -4.70958 5.12206 0.90831 -0.0036 -0.0019 0.0035 0.374
H -1.57171 7.04391 -0.90170 0.0020 0.0039 -0.0030 0.366
H -1.01731 5.05495 -2.26591 0.0075 -0.0089 -0.0033 0.421
H -1.48093 -2.24138 1.93049 -0.0273 0.0003 -0.0198 0.464
H -1.82823 -1.99583 4.35708 0.0071 -0.0025 0.0107 0.449
H -2.18897 0.24622 5.33650 -0.0069 0.0051 0.0078 0.409
H -2.25432 2.23707 3.86888 -0.0037 0.0019 0.0046 0.472
H -1.92766 1.97695 1.41724 -0.0071 0.0083 0.0078 0.270
H -4.12339 0.36647 0.41338 0.0025 -0.0063 0.0100 0.402
H -6.29791 -0.31391 -0.52532 -0.0009 0.0068 0.0027 0.413
H -6.39384 -1.98068 -2.34675 -0.0053 0.0015 -0.0040 0.380
H -4.30694 -2.96738 -3.22968 0.0017 -0.0070 0.0013 0.433
H -2.12420 -2.27236 -2.30087 -0.0125 -0.0102 -0.0077 0.071
H -0.07129 3.18903 0.57866 0.0013 0.0055 0.0118 0.290
H 1.08737 4.47711 2.36202 -0.0005 0.0058 0.0017 0.476
H 3.43814 3.94963 2.93021 -0.0008 0.0117 0.0027 0.399
H 4.63103 2.16447 1.70487 0.0038 -0.0061 0.0072 0.446
H 3.47126 0.88157 -0.04919 -0.0069 0.0096 -0.0240 0.403
H 1.37495 -0.07188 -3.75989 0.0061 0.0086 -0.0085 0.020
H 2.10624 0.96618 -5.87554 0.0035 -0.0039 0.0003 0.432
H 2.51930 3.40211 -5.97813 -0.0019 0.0027 -0.0057 0.380
H 2.21864 4.78968 -3.95532 -0.0019 0.0038 0.0042 0.413
H 1.50378 3.75279 -1.83960 0.0046 -0.0071 0.0095 0.444
F 1.80617 -2.67005 -2.14506 -0.1145 0.0191 -0.0353 -0.278
B 0.51546 -2.16977 -2.41338 0.0695 0.2153 -0.4829 0.938
F 0.02971 -2.66564 -3.54505 -0.0371 0.0667 0.0547 -0.144
C 2.25459 -0.90289 3.31701 0.0079 -0.0155 0.0189 -1.432
C 1.50071 -0.62000 2.19551 -0.0560 -0.0001 -0.0444 0.152
N 1.56822 -1.36824 1.08466 0.0927 0.2855 0.1066 0.366
C 2.39377 -2.41846 1.07692 -0.0243 0.0296 0.0820 -0.597
C 3.15204 -2.81204 2.17563 -0.1024 0.0826 -0.0622 0.586
C 3.09110 -2.00624 3.30823 -0.0701 -0.0170 -0.0119 -0.539
C 4.03332 -3.98622 2.11007 0.0766 -0.1412 -0.0773 -0.675
C 3.83494 -5.12795 1.44732 0.0800 0.0267 0.1679 -0.502
C 2.62798 -5.59748 0.74244 -0.1533 0.0076 -0.0748 0.410
C 1.32582 -5.33013 1.16232 0.0344 -0.0598 -0.0239 -0.228
C 0.30000 -5.86471 0.40553 0.0281 0.0235 0.0204 -0.294
N 0.51985 -6.60711 -0.67710 -0.0654 0.0039 0.0024 -0.613
C 1.79380 -6.82406 -0.97540 0.0039 -0.0325 -0.0444 -0.140
N 2.85640 -6.37366 -0.32043 0.0357 0.0737 0.0211 -0.603
H 2.18084 -0.25978 4.18218 -0.0013 0.0050 0.0052 0.560
H 0.83308 0.22941 2.16855 -0.0085 0.0073 -0.0066 0.387
H 2.45529 -2.96994 0.14562 0.0355 -0.0128 -0.0235 0.896
H 3.68733 -2.24935 4.17920 0.0179 -0.0112 -0.0015 0.533
H 4.97218 -3.88129 2.64395 0.0340 0.0134 -0.0568 0.389
H 4.65058 -5.83988 1.39888 0.0031 -0.0085 0.0669 0.380
H 1.11889 -4.74704 2.04829 0.0235 0.0177 0.0065 0.473
H -0.73683 -5.69568 0.67626 -0.0016 -0.0055 -0.0049 0.479
H 1.99073 -7.44129 -1.84470 -0.0011 0.0049 0.0015 0.418
```
Positions in Å, forces in eV/Å.

- Kohn-Sham gap (alpha / beta) (eV) = 6.34 / 6.36
- HOMO level (alpha / beta) (hartree) = -0.262 / -0.262
- total energy (hartree) = -4240.2227
- F_max (Eh/bohr) = 0.020


Record 3
This record from the OMol25 dataset describes a cluster of 4 separate species, C2H10O4 in total at a distorted geometry. The level of theory is wB97M-V/def2-TZVPD.

```
16
Properties=species:S:1:pos:R:3:forces:R:3:nbo_charge:R:1
O 0.90500 -0.97846 -1.31755 0.7222 1.6583 -0.5209 -0.554
C 0.04780 -1.80556 -1.22300 2.0306 -1.7812 1.0822 0.445
C -0.54998 -2.20520 0.07078 -1.4395 1.0569 0.9969 -0.757
H -0.09538 -2.39294 -2.10309 -1.1480 -0.6792 -0.9265 0.127
H -1.56698 -1.87464 -0.21170 -0.6433 -1.2510 0.5692 0.240
H -0.37937 -1.42986 0.84626 0.7127 -0.6210 -0.3574 0.260
H -0.43148 -3.24529 0.51924 -0.3974 1.3152 -1.2254 0.262
H 1.68120 -0.53781 0.21017 -0.3965 -0.5618 -1.6571 0.486
H 2.60754 0.24087 1.10532 -0.8770 -0.4149 0.1582 0.466
O 1.69682 -0.12638 1.05314 1.5481 1.3807 1.9082 -0.971
H 0.78872 1.84638 1.55119 -0.9324 -0.0377 0.2882 0.490
H -0.30574 2.56722 0.81142 0.1958 0.1546 0.1911 0.454
O -0.09846 2.24787 1.69968 0.8239 -0.1149 -0.5168 -0.950
H -1.89090 2.21612 0.10472 0.2654 -0.2178 2.3639 0.472
H -1.53734 1.27106 -1.07306 1.0855 -1.5191 0.0228 0.472
O -1.98550 2.03240 -0.79116 -1.5499 1.6331 -2.3764 -0.942
```
Positions in Å, forces in eV/Å.

- Kohn-Sham gap (eV) = 11.19
- HOMO level (hartree) = -0.391
- total energy (hartree) = -383.1117
- SMILES = CC=O.O.O.O
- F_max (Eh/bohr) = 0.064
- ΔE to the lowest compared entry with this formula, charge and spin (kJ/mol) = 115.1


Record 4
This record from the OMol25 dataset describes a structure of composition C3H13N5 at a distorted geometry. The level of theory is wB97M-V/def2-TZVPD.

```
21
Properties=species:S:1:pos:R:3:forces:R:3:nbo_charge:R:1
C -1.19703 1.24416 0.54957 -0.1327 -0.2443 -0.3915 -0.453
C -2.82275 -0.09726 1.73293 -0.2022 -0.4058 -0.7517 -0.439
N -1.45668 0.00282 1.25682 0.6730 -0.1067 0.3403 -0.428
N -0.76162 -1.42477 0.45842 -1.4472 1.5995 0.0229 0.055
N -0.08401 -1.80351 1.34460 0.1158 0.4661 1.4794 -0.308
H -0.36620 -1.00039 2.12377 0.9233 -1.2065 -0.6820 0.371
H -1.30471 2.09621 1.23100 0.0283 -0.1819 0.0168 0.203
H -1.89975 1.39290 -0.27991 -0.0132 0.0671 -0.0415 0.174
H -0.18434 1.21934 0.14562 -0.0233 0.0821 0.0525 0.233
H -3.04125 0.70155 2.45127 0.2293 -0.0544 -0.1073 0.209
H -2.96902 -1.05656 2.23306 -0.0304 0.0296 -0.0015 0.202
H -3.54009 -0.00961 0.90706 -0.1493 -0.0199 0.0860 0.177
C 2.60889 -0.76871 -0.90870 0.0056 0.2003 -0.1462 -0.430
N 1.49040 0.04800 -1.35799 0.0108 -0.0778 -0.2028 -0.478
N 1.71858 0.74641 -2.58684 0.1446 0.3479 -0.0496 -0.674
H 0.67544 -0.53703 -1.50652 0.1626 -0.0315 -0.0518 0.352
H 1.86717 1.72831 -2.37754 -0.0561 -0.0980 0.1259 0.342
H 2.56403 0.45149 -3.07784 -0.2196 -0.3704 0.2492 0.329
H 3.41643 -0.11567 -0.56960 -0.0090 -0.0658 0.0386 0.187
H 2.27692 -1.38867 -0.07523 0.0427 0.0382 -0.0147 0.214
H 3.00957 -1.42899 -1.69394 -0.0532 0.0324 0.0289 0.162
```
Positions in Å, forces in eV/Å.

- Kohn-Sham gap (eV) = 9.81
- HOMO level (hartree) = -0.322
- total energy (hartree) = -395.7066
- F_max (Eh/bohr) = 0.042
- ΔE to the lowest compared entry with this formula, charge and spin (kJ/mol) = 486.0